# 1
The following is a DFT calculation (the ωB97M-V functional and the def2-TZVPD basis) of a molecular structure, F4NP.

```
6
Properties=species:S:1:pos:R:3:forces:R:3:mulliken_spin:R:1
P -0.7944 1.0632 0.5470 -2.5 2.6 1.4 0.944
F 0.2014 -0.4337 -1.9149 0.0 -0.3 0.7 0.064
F 0.3911 2.0751 0.8031 0.5 0.2 -0.3 0.035
N 0.4099 -0.5552 -0.5825 1.5 -2.4 -1.3 0.856
F -0.1174 -1.7561 -0.2361 0.2 0.4 -0.5 0.070
F -0.6606 0.3026 1.9319 0.1 -0.6 0.0 0.031
```
Forces are in eV/Å.

The lowest unoccupied orbital energy (alpha / beta) comes out at 0.807 / -2.448 eV. As for the spin multiplicity: 3. For the frontier orbital gap (alpha / beta), the calculation gives 0.2834 / 0.3532 Eh.

***

# 2
The following is a DFT calculation (the ωB97M-V functional and the def2-TZVPD basis) of a single C7H10 molecule.

```
17
Properties=species:S:1:pos:R:3:forces:R:3:mulliken_charge:R:1
H -0.0537 -0.1537 -2.2240 -0.1 0.0 0.1 0.298
C -0.0007 -0.1025 -1.1307 0.1 0.0 0.0 0.752
H 2.1511 -0.1371 -1.1284 0.0 0.1 0.1 0.395
H -1.1891 -1.9403 -0.8779 0.2 0.0 0.0 0.294
H -0.6394 2.7270 2.0803 0.0 0.0 -0.2 0.254
C -1.0894 1.3277 0.5323 0.1 -0.1 0.3 0.137
H 0.0928 -2.9730 0.9027 -0.1 0.0 -0.1 0.256
H 1.4477 0.5771 0.3385 0.0 0.0 -0.1 0.361
C -1.1962 0.6740 -0.5930 -0.1 0.3 0.2 -0.532
H 1.3288 -1.6229 0.8647 -0.1 0.1 -0.1 0.221
H -2.1713 0.4855 -1.0429 0.2 0.2 0.1 0.365
H 1.4741 1.5078 -1.1599 -0.1 -0.2 0.0 0.362
C 1.3478 0.5002 -0.7472 0.0 -0.1 0.0 -1.672
H -0.8213 0.9418 2.5195 -0.2 0.0 0.2 0.260
C 0.4222 -2.0482 0.4466 0.0 0.1 -0.1 -0.797
C -0.8422 1.7114 1.7595 -0.1 0.1 -0.4 -0.718
C -0.2609 -1.4748 -0.5400 0.1 -0.2 0.2 -0.238
```
Forces are in eV/Å.

The lowest unoccupied orbital energy comes out at 1.104 eV. The SMILES is C=C=C[C@@H](C)C=C. For the frontier orbital gap, the calculation gives 0.3774 Eh.

***

# 3
The following is a DFT calculation (the ωB97M-V functional and the def2-TZVPD basis) of 3 unconnected molecules or ions with the total composition C3H12.

```
15
Properties=species:S:1:pos:R:3:forces:R:3:mulliken_charge:R:1
H -2.9964 -3.3124 5.8009 0.1 0.6 0.4 0.245
C -2.4410 -3.1862 4.8754 -3.7 -2.5 -0.2 -0.992
H 4.4070 0.8385 -2.0212 -0.4 1.1 0.1 0.210
H 4.8424 2.0860 -3.1942 -1.1 -0.1 0.9 0.212
H 3.0868 1.9010 -2.7086 0.8 0.3 0.6 0.177
C -1.5854 1.2475 -2.5605 -3.9 0.8 0.4 -0.936
H -1.8680 -2.3669 4.8651 3.3 2.4 0.8 0.287
H -2.0237 -4.2182 4.7678 -0.1 1.3 -1.0 0.221
C 4.1315 1.8859 -2.3254 1.5 -0.5 -1.1 -0.810
H -2.1062 2.2057 -2.8090 0.9 -0.4 -0.3 0.241
H 4.4158 2.6482 -1.5617 -0.7 -0.8 -0.4 0.210
H -1.0536 0.8462 -3.4044 0.1 -0.3 0.0 0.216
H -3.2025 -2.7274 4.1711 0.4 -1.8 0.1 0.239
H -1.0571 1.4505 -1.6678 1.1 -0.1 0.7 0.246
H -2.5496 0.7016 -2.2274 1.8 0.0 -0.8 0.233
```
Forces are in eV/Å.

The lowest unoccupied orbital energy comes out at 1.000 eV. The SMILES is C.C.C. For the frontier orbital gap, the calculation gives 0.4913 Eh.

***

Number 1: E_tot -795.38898 Eh, strongest force on any atom 3.87 eV/Å. Number 2: E_tot -272.62779 Eh, strongest force on any atom 0.42 eV/Å. Number 3: E_tot -121.43403 Eh, strongest force on any atom 4.47 eV/Å.